Formula: C4H11ClGdNO3Re
Source: the OMol25 dataset
Level of theory: ωB97M-V with the def2-TZVPD basis set

Gap between HOMO and LUMO (spin up / spin down)   6.6 / 6.2 eV
LUMO (spin up / spin down)   -0.0297 / -0.0633 Ha
Multiplicity   11

```
22
Properties=species:S:1:pos:R:3:lowdin_spin:R:1
Gd 0.8754 0.4155 -2.9466 5.144
Cl 0.8761 1.9590 -1.2566 0.042
C -0.8688 0.2121 -3.9246 -0.056
C 2.6211 -0.5369 -3.2409 -0.054
H -0.7382 -0.5343 -4.6872 0.004
H -1.6166 -0.0814 -3.2061 0.000
H -1.1240 1.1707 -4.3481 0.001
H 2.4911 -1.2274 -4.0541 0.004
H 2.8764 -1.0453 -2.3254 0.001
H 3.3688 0.2066 -3.4678 0.000
Re 0.0002 0.0185 1.8009 3.358
C -1.5227 1.2731 1.1056 0.075
C -0.4784 -1.7372 2.2908 0.851
H -2.0425 0.8188 0.2448 0.032
H -2.2829 1.4134 1.8977 0.015
H -1.1674 2.2771 0.7961 0.012
H 0.2393 -2.4925 2.6521 0.064
H -1.5100 -2.1168 2.2980 0.069
O -0.0004 1.0892 5.7475 0.035
N 0.0006 0.0024 5.1456 0.055
O -0.0002 -1.0903 5.7484 0.033
O 0.0033 0.0057 3.7298 0.316
```